1.
Density functional theory data (wB97M-V/def2-TZVPD) for C35H46NO7PSSiTe4Y as an isolated structure.

Calculated values
Largest force on an atom in eV Å⁻¹: 2.14
E_HOMO in eV: -3.643

The geometry in ORCA input format:
```
! RIJCOSX wB97M-V def2-TZVPD def2/J DEFGRID3
* xyz -1 1
Y -0.23880 0.85518 0.19452
O -2.30110 -0.20686 -0.02392
N -3.37454 -0.09741 0.74596
C -4.54590 -0.51467 0.21198
C -5.72861 -0.37529 0.87378
C -5.70636 0.20888 2.14893
C -4.51416 0.59041 2.69354
C -3.28565 0.43669 2.00248
S -1.79676 0.93251 2.63359
H -4.44724 -0.94651 -0.77184
H -6.64454 -0.70156 0.40462
H -6.62655 0.35355 2.70018
H -4.45740 1.04463 3.67219
Te 1.70718 1.94793 2.00480
Te 3.25574 3.77389 2.94329
Te 0.23822 6.18153 1.47190
Te -0.29956 3.67993 0.97817
C -6.28769 2.57963 -1.43875
C -5.38012 2.98970 -0.47247
C -4.02022 2.82086 -0.68246
C -3.55124 2.23531 -1.85920
C -4.46830 1.84425 -2.83146
C -5.82985 2.01481 -2.62126
P -1.74241 2.09138 -2.01628
C -1.27579 3.63914 -2.85944
C 0.04372 4.07462 -2.71627
C 0.42002 5.32061 -3.19599
C -0.50982 6.14170 -3.81500
C -1.82013 5.70923 -3.96924
C -2.20386 4.46749 -3.48688
C -1.43231 0.76998 -3.25150
C -2.20096 -0.39205 -3.31261
C -1.79971 -1.46561 -4.09453
C -0.61773 -1.40030 -4.81680
C 0.15971 -0.25226 -4.75580
C -0.23891 0.82079 -3.97456
H -7.35059 2.70663 -1.27435
H -5.72640 3.44005 0.44907
H -3.31414 3.16286 0.06833
H -4.11851 1.41972 -3.76426
H -6.53311 1.71537 -3.38870
H 0.76465 3.44566 -2.19975
H 1.43606 5.66111 -3.04466
H -0.22056 7.12687 -4.15916
H -2.55344 6.34911 -4.44430
H -3.23473 4.15412 -3.59371
H -3.11036 -0.46669 -2.73225
H -2.40684 -2.36192 -4.12385
H -0.29630 -2.24521 -5.41266
H 1.09049 -0.19458 -5.30531
H 0.39219 1.69815 -3.91319
O 1.31148 1.76756 -1.00370
O 2.35984 1.74130 -0.01788
C -0.29772 -2.87949 3.03566
C 0.93397 -2.42021 3.81429
C 0.51239 -1.76677 5.12488
C 1.86061 -3.60162 4.09068
O 1.61983 -1.41219 3.08494
Si 2.20190 -1.36499 1.54653
O 1.04308 -0.80516 0.59221
O 2.62130 -2.87749 1.02373
C 2.52365 -3.40880 -0.29899
C 1.13031 -3.99901 -0.49097
C 2.79410 -2.36301 -1.38062
C 3.57766 -4.50922 -0.38185
O 3.54037 -0.45375 1.72761
C 4.91285 -0.70434 2.03616
C 5.70065 -0.71232 0.73042
C 5.38057 0.44990 2.91299
C 5.11453 -2.01350 2.79643
H -0.80240 -3.69222 3.56415
H -0.01189 -3.23441 2.04401
H -0.99553 -2.04862 2.91499
H -0.00069 -2.48455 5.76903
H -0.15869 -0.93037 4.92272
H 1.39100 -1.38514 5.64766
H 1.32983 -4.37131 4.65542
H 2.72287 -3.27394 4.67472
H 2.22070 -4.03202 3.15577
H 0.38138 -3.21192 -0.38946
H 0.93663 -4.76591 0.26229
H 1.03635 -4.44507 -1.48385
H 1.98815 -1.63266 -1.43850
H 2.89134 -2.85891 -2.34912
H 3.71626 -1.82011 -1.17397
H 3.42655 -5.23633 0.41821
H 4.57737 -4.08276 -0.27559
H 3.52145 -5.02369 -1.34328
H 5.44641 0.17332 0.14686
H 5.46467 -1.60039 0.14251
H 6.77400 -0.70704 0.93326
H 5.33955 1.39472 2.37132
H 6.40798 0.27281 3.23977
H 4.74176 0.53853 3.79262
H 4.70720 -2.86419 2.25299
H 4.62608 -1.95813 3.77127
H 6.18347 -2.16996 2.95678
*
```

***

2.
Density functional theory data (wB97M-V/def2-TZVPD) for an isolated molecule of C3H4N2O2S.

Calculated values
Largest force on an atom in eV Å⁻¹: 0.66
E_HOMO in eV: -10.132

The geometry in ORCA input format:
```
! RIJCOSX wB97M-V def2-TZVPD def2/J DEFGRID3
* xyz 0 1
O -1.82340 0.73549 2.98199
C -0.99652 0.81991 2.10604
N -0.97204 -0.03051 1.01790
N -0.00908 0.09752 0.09893
C 0.00990 -0.70710 -0.89160
C 1.06685 -0.61724 -1.94447
O 1.08260 -1.39605 -2.86240
S 2.31217 0.64365 -1.81389
H -0.18598 1.57072 2.04426
H -1.66000 -0.78147 0.96791
H -0.71100 -1.52032 -1.03902
H 1.88649 1.18540 -0.66563
*
```

***

3.
Density functional theory data (wB97M-V/def2-TZVPD) for an isolated ion of composition C3H7F6N4O and charge +1.

Calculated values
Largest force on an atom in eV Å⁻¹: 12.55
E_HOMO (alpha / beta) in eV: -9.538 / -15.222

The geometry in ORCA input format:
```
! RIJCOSX wB97M-V def2-TZVPD def2/J DEFGRID3
* xyz 1 3
C 1.22784 -0.11966 2.04880
C -0.80481 0.25925 -0.94225
C 0.26723 -0.61808 -0.14246
N -1.90288 0.55487 -0.09193
N -0.42561 -1.88187 0.54660
N 1.04882 -1.30258 -1.15077
N -0.15356 1.56148 -1.30053
O 0.83018 0.27504 0.64574
F -2.72236 1.38856 -0.90808
F -1.45182 1.38518 0.89868
F -1.39974 -2.22921 -0.31177
F -1.12017 -1.44959 1.67579
F 1.99541 -1.94441 -0.49395
F 1.72233 -0.35734 -1.87272
H 1.49833 -1.19384 2.03293
H 0.49322 0.02416 2.74756
H 2.14740 0.44622 2.28586
H -1.33235 -0.36444 -1.84175
H 0.44159 1.72097 -0.38686
H 0.43589 1.51755 -1.99926
H -0.79496 2.32775 -1.43965
*
```

***

4.
Density functional theory data (wB97M-V/def2-TZVPD) for C49H36FIO9S as an isolated structure.

Calculated values
Largest force on an atom in eV Å⁻¹: 1.69
E_HOMO in eV: -9.586

The geometry in ORCA input format:
```
! RIJCOSX wB97M-V def2-TZVPD def2/J DEFGRID3
* xyz 0 1
C 5.64020 -2.14826 -3.75611
C 5.63751 -3.20907 -4.82526
F 6.90344 -3.12556 -5.44443
C 4.62114 -3.06951 -5.94213
C 3.17627 -2.74511 -5.55623
C 2.93731 -1.25425 -5.31571
C 1.44430 -0.91071 -5.34184
O 0.59797 -2.08254 -5.27830
S 0.95909 -2.95836 -4.01427
O 1.04573 -2.12045 -2.86075
O 0.03960 -4.01187 -3.90088
C 2.62024 -3.60418 -4.42645
I 2.36847 -5.60996 -5.14954
H 4.74521 -2.12386 -3.15165
H 6.48065 -2.33411 -3.10237
H 5.79878 -1.17364 -4.20181
H 5.60975 -4.19918 -4.38358
H 4.94922 -2.36262 -6.69198
H 4.58320 -4.03243 -6.43890
H 2.57220 -2.99055 -6.42122
H 3.28303 -0.97883 -4.33030
H 3.44707 -0.68741 -6.08037
H 1.18058 -0.31443 -6.20021
H 1.21820 -0.31760 -4.46816
H 3.19901 -3.58128 -3.51919
C -4.76483 6.12859 -3.16486
C -3.93383 6.05512 -4.27810
C -3.08395 4.97539 -4.44088
C -3.05301 3.96757 -3.48559
C -3.87266 4.05192 -2.35759
C -4.73426 5.13050 -2.20675
C -3.82452 3.00587 -1.29651
O -4.53892 3.07969 -0.31916
C -2.86848 1.87892 -1.46424
C -2.76229 0.92172 -0.46220
C -1.88463 -0.13729 -0.60747
C -1.10616 -0.25413 -1.75719
C -1.20755 0.70029 -2.75394
C -2.08010 1.77271 -2.61157
C -2.14377 2.80386 -3.68270
O -1.46733 2.70544 -4.68646
H -5.43423 6.96985 -3.04399
H -3.95197 6.84227 -5.02003
H -2.44002 4.91156 -5.30672
H -5.37450 5.18549 -1.33743
H -3.36304 1.00954 0.43261
H -1.80187 -0.87852 0.17715
H -0.41975 -1.08646 -1.87642
H -0.60716 0.61910 -3.64824
C -1.35072 4.63093 0.56451
C -1.00893 3.28382 0.63152
C -0.82664 2.67517 1.85798
C -0.97359 3.40897 3.02535
C -1.29510 4.76596 2.96188
C -1.49267 5.37114 1.72695
C -1.41254 5.57748 4.20503
O -1.69643 6.75566 4.15778
C -1.16234 4.90268 5.51214
C -1.21261 5.64980 6.68105
C -0.99537 5.03693 7.90274
C -0.73450 3.67205 7.96451
C -0.67808 2.92234 6.80304
C -0.88309 3.53478 5.57366
C -0.78829 2.72374 4.33050
O -0.55862 1.53133 4.36540
H -1.50376 5.10459 -0.39764
H -0.88317 2.71047 -0.27153
H -0.56780 1.62616 1.91234
H -1.75393 6.41903 1.68050
H -1.41914 6.70954 6.62991
H -1.03079 5.62233 8.81181
H -0.57181 3.19462 8.92153
H -0.47198 1.86200 6.84558
C 2.23393 -1.36313 2.24859
C 1.31551 -0.86218 3.16592
C 0.44554 -1.71853 3.81667
C 0.48359 -3.08081 3.54579
C 1.39289 -3.58083 2.60894
C 2.27293 -2.71801 1.97014
C 1.42287 -5.02998 2.26855
O 2.21611 -5.46550 1.45986
C 0.44683 -5.93134 2.94282
C 0.41927 -7.27734 2.60211
C -0.47236 -8.13009 3.22798
C -1.33615 -7.64410 4.20399
C -1.31660 -6.30318 4.54422
C -0.43230 -5.44031 3.91031
C -0.44753 -3.99305 4.26665
O -1.20134 -3.57077 5.11792
H 2.91722 -0.69103 1.74598
H 1.27523 0.19842 3.37294
H -0.26629 -1.32952 4.53122
H 2.98130 -3.11056 1.25422
H 1.09443 -7.65149 1.84549
H -0.49549 -9.17739 2.95763
H -2.02818 -8.31412 4.69660
H -1.98885 -5.91998 5.29890
*
```

***

no.,electronic energy (Eh)
1,-4082.4685
2,-774.8676
3,-1011.0231
4,-3361.8011